Entry from the OMol25 dataset: an isolated molecule of C6H6OS in a non-equilibrium geometry (wB97M-V/def2-TZVPD).

Last column: Löwdin charge in e.
CARTESIAN COORDINATES (ANGSTROEM)
C (-0.75632, -1.63110, -0.21753)  -0.149
C (-0.14212, -1.17270, -1.39547)  -0.167
C (-0.09028, 0.18762, -1.71700)  -0.452
S (-0.54672, 1.46472, -0.65479)  0.889
C (0.66391, 1.38309, 0.68011)  -0.358
C (1.07615, 0.38017, 1.43528)  -0.205
O (0.84419, -0.97093, 1.43596)  -0.061
C (-0.47405, -1.37417, 1.07381)  -0.098
H (-1.77113, -2.08644, -0.38873)  0.134
H (0.21424, -1.91328, -2.12685)  0.111
H (0.41029, 0.37342, -2.72037)  0.085
H (0.97652, 2.29003, 0.98711)  0.015
H (1.78008, 0.53556, 2.23884)  0.121
H (-1.27962, -1.50480, 1.84371)  0.138

Calculated values
LUMO = 0.645 eV
frontier orbital gap = 9.114 eV
E_tot = -705.53941 hartree
HOMO = -8.47 eV
SMILES = c1ccsccoc1